The following is a quantum chemistry calculation of a molecular structure, C4HClNO2 at a distorted geometry, from the OMol25 dataset.

Geometry (Å):
N (-0.8060, 1.1769, 0.0705)
O (2.3919, -0.5180, 0.1323)
H (-2.7190, -0.0025, -0.2147)
C (-0.6848, -0.8519, 0.1208)
Cl (-0.6120, -2.5002, -0.0307)
C (1.7892, 0.5851, -0.0031)
C (0.2165, 0.4120, -0.0480)
C (-1.7453, -0.0513, 0.0526)
O (2.1695, 1.7500, -0.0798)

Calculated values
E_HOMO (spin up / spin down): -3.058 / -4.625 eV
Spin multiplicity: 3
Net charge: -1
<S²>: 2.0065
Gap between HOMO and LUMO (spin up / spin down): 6.35 / 6.62 eV